Computed, not measured: a molecular structure, C21H22N2O6S, with ωB97M-V with the def2-TZVPD basis set.

Geometry as XYZ:
```
52
Properties=species:S:1:pos:R:3:mulliken_charge:R:1
C 1.7980 -2.6218 6.2916 -0.801
H 1.6312 -1.6796 6.6821 0.266
H 2.8204 -2.9726 6.2682 0.336
H 1.2470 -3.4678 6.6064 0.326
O 1.8298 -2.4294 4.8547 -0.299
C 1.9211 -3.4148 4.1699 0.562
O 2.2965 -4.4109 4.6374 -0.611
C 1.6602 -3.2107 2.5802 -0.532
H 0.8251 -3.8520 2.2762 0.321
H 2.5128 -3.3462 2.0212 0.484
C 1.1009 -1.7795 2.4091 -1.315
N 1.0606 -1.5606 1.0028 -0.060
C 0.1036 -1.7322 0.3037 0.741
C -0.2160 -1.7816 -1.0806 -0.227
C -1.1775 -2.1690 -1.8079 -1.215
C -2.4602 -2.4157 -0.9440 -0.541
C -2.3097 -2.3764 0.3455 -0.380
C -1.2582 -2.1253 1.0971 -1.329
H -1.3354 -2.2729 1.9425 1.306
H -3.3848 -2.8011 0.9234 0.021
H -3.2489 -2.8068 -1.6262 0.326
H -1.4124 -2.1020 -2.6787 0.791
H 0.6564 -1.5454 -1.5874 0.521
S 1.8118 -0.1022 0.4177 1.407
O 2.7226 -0.8950 -0.9810 -0.804
O 2.6515 0.5424 1.2519 -0.674
C 0.8416 1.0819 -0.3367 0.077
C 0.6738 1.2894 -1.7683 -0.821
C -0.1915 2.3038 -2.0729 0.912
C -1.2074 2.7893 -1.3514 -0.998
C -1.3276 2.2060 -0.1177 -0.631
C -0.2187 1.3392 0.4351 1.122
O -0.3543 0.9495 1.7069 -0.362
C -1.1847 1.4257 2.6728 -1.239
H -2.2421 1.0817 2.3552 0.424
H -1.4679 2.3916 2.6949 0.541
H -0.9632 0.8130 3.4705 0.356
H -2.2571 2.8035 0.6941 0.055
H -1.9778 3.3554 -1.7429 0.465
C -0.2176 2.6094 -3.4736 0.123
C -0.8795 3.7518 -4.2945 -0.864
C -0.4011 3.5643 -5.3911 0.389
N 0.8274 2.7081 -5.5001 -0.411
O 0.9976 2.2613 -4.2788 -0.034
C -0.6013 4.1639 -6.7908 -1.121
H -1.6010 4.1665 -7.2256 0.271
H -0.5238 5.5054 -6.6439 0.210
H 0.1294 4.2375 -7.6894 0.316
H -1.6895 4.0447 -4.1314 0.517
H 1.5324 0.9276 -2.1747 0.820
H 0.3718 -1.3904 2.9316 0.903
H 2.0856 -1.0510 2.6466 0.361
```

E_HOMO   -7.8 eV
LUMO energy   -0.6 eV
Maximum force   19.27 eV/A